# 1
Here is 2 unconnected molecules or ions with the total composition C3H4O2S at a distorted geometry from the Open Molecules 2025 dataset. Energies are from wB97M-V/def2-TZVPD.

Properties
E_HOMO: -9.256 eV
calculated total energy: -18102.904 eV
lowest unoccupied orbital energy: -0.0189 hartree
energy relative to the best compared isomer or geometry (same formula, charge and spin): 3.161 eV

Each line ends with the Löwdin charge.
Cartesian coordinates (Å):
C -1.50 1.21 -0.56  0.01
C -1.73 -0.03 -0.51  -0.32
C 1.55 -1.28 0.77  -0.27
O 1.59 1.15 -0.01  -0.58
O -1.91 -1.15 -0.29  0.16
S 2.01 -0.19 -0.40  0.85
H -2.10 1.79 0.02  0.04
H -0.71 1.72 -1.14  0.09
H 2.07 -2.22 0.72  0.00
H 0.75 -1.00 1.41  0.02



# 2
Here is 6 unconnected molecules or ions with the total composition C11H34O11 at a distorted geometry from the Open Molecules 2025 dataset. Energies are from wB97M-V/def2-TZVPD.

Properties
spin multiplicity: 2
net charge: +1
E_HOMO (spin up / spin down): -12.206 / -12.205 eV
calculated total energy: -34467.499 eV
lowest unoccupied orbital energy (spin up / spin down): -0.1120 / -0.3493 hartree
energy relative to the best compared isomer or geometry (same formula, charge and spin): 0.000 eV

Each line ends with the Löwdin spin population.
Cartesian coordinates (Å):
C 3.38 -1.77 -1.59  0.00
O 2.72 -2.22 -0.41  0.01
H 3.50 -0.69 -1.62  0.00
H 4.31 -2.25 -1.89  0.00
H 2.69 -2.04 -2.39  0.00
H 3.17 -1.82 0.33  0.00
C 3.23 -0.86 2.83  0.14
C 1.68 -1.11 3.01  0.13
O 0.95 0.09 2.93  0.48
O 3.56 -0.45 1.50  0.14
H 3.67 -1.85 2.91  0.01
H 3.68 -0.30 3.65  0.01
H 1.55 -1.51 4.02  0.00
H 1.30 -1.79 2.26  0.03
H 1.09 0.38 2.02  0.01
H 3.46 0.50 1.39  0.00
C -0.78 4.14 1.20  0.00
C -2.12 3.49 1.68  0.00
O -2.55 3.92 2.97  0.00
O -0.99 5.43 0.71  0.00
H -0.33 3.49 0.45  0.00
H -0.09 4.11 2.04  0.00
H -2.01 2.40 1.73  0.00
H -2.83 3.65 0.86  0.00
H -3.51 3.89 2.94  0.00
H -0.17 5.78 0.36  0.00
C 2.54 1.62 -4.91  0.00
C 2.80 1.97 -3.41  0.00
O 1.66 1.42 -2.64  0.00
O 1.49 2.34 -5.47  0.00
H 2.44 0.54 -4.98  0.00
H 3.48 1.76 -5.44  0.00
H 2.86 3.05 -3.33  0.00
H 3.63 1.45 -2.93  0.00
H 0.92 2.01 -2.75  0.00
H 0.73 1.75 -5.41  0.00
C -5.21 -4.58 1.38  0.00
C -4.53 -3.64 0.41  0.00
O -3.54 -2.78 1.06  0.00
O -6.28 -3.88 2.07  0.00
H -4.61 -5.01 2.18  0.00
H -5.69 -5.44 0.92  0.00
H -5.27 -2.97 -0.04  0.00
H -3.87 -4.14 -0.30  0.00
H -4.06 -2.03 1.36  0.00
H -5.88 -3.20 2.62  0.00
C -0.55 0.39 0.05  0.01
C -0.55 -1.05 -0.41  0.00
O -0.22 -1.28 -1.76  0.01
O 0.80 0.79 0.25  0.01
H -1.15 0.47 0.96  0.00
H -0.99 1.01 -0.73  0.00
H -1.58 -1.40 -0.33  0.00
H 0.10 -1.66 0.22  0.00
H 0.69 -1.04 -1.93  0.00
H 1.26 0.92 -0.58  0.00



# 3
Here is a molecular structure, C19H57ClF3N23O16PS at a distorted geometry from the Open Molecules 2025 dataset. Energies are from wB97M-V/def2-TZVPD.

Properties
net charge: -1
E_HOMO: -4.912 eV
calculated total energy: -128471.469 eV
lowest unoccupied orbital energy: 0.0586 hartree

Each line ends with the Löwdin charge.
Cartesian coordinates (Å):
C 3.10 3.96 1.25  -0.15
C 2.08 3.18 0.32  -0.28
C 2.42 1.65 0.31  -0.54
Cl 4.20 1.59 -0.12  0.68
C 1.49 0.73 -0.58  -0.40
C 0.42 1.68 -1.27  -0.07
C 2.23 0.12 -1.87  -0.67
O 1.83 0.41 -3.00  -0.02
O 3.20 -0.68 -1.77  -0.12
N 0.72 -0.35 0.09  -0.28
P -0.62 0.00 1.20  0.95
C -0.41 1.62 2.13  -0.24
O -2.01 0.33 0.27  -0.30
S 1.46 -1.77 0.60  0.69
O 0.52 -2.39 1.54  -0.41
O 1.68 -2.78 -0.41  -0.27
C 3.01 -1.59 1.63  -0.61
F 2.85 -0.77 2.68  0.13
F 4.11 -1.35 0.95  0.12
F 3.19 -2.83 2.19  0.09
H 2.66 4.90 1.64  0.07
H 3.45 3.30 2.07  0.06
H 3.96 4.27 0.61  0.05
H 2.20 3.63 -0.69  0.12
H 1.07 3.43 0.69  0.09
H 2.36 1.30 1.36  0.07
H -0.25 2.19 -0.55  0.06
H -0.24 1.02 -1.88  0.10
H 0.88 2.39 -1.97  0.07
H 0.57 1.72 2.62  0.05
H -0.73 2.51 1.54  0.01
H -1.16 1.53 2.95  0.03
H -2.17 1.30 0.31  0.03
C -0.99 2.83 -4.63  -0.68
O -0.12 3.18 -3.86  0.03
N -0.81 1.78 -5.48  0.15
N -2.21 3.44 -4.71  0.15
H -1.51 1.46 -6.13  0.08
H 0.08 1.31 -5.44  0.11
H -2.38 4.21 -4.09  0.08
H -2.93 3.15 -5.34  0.08
C -3.69 3.57 2.41  -0.67
O -2.69 3.52 1.71  0.01
N -4.60 4.59 2.29  0.14
N -3.98 2.65 3.36  0.17
H -5.43 4.66 2.85  0.09
H -4.41 5.29 1.60  0.10
H -3.34 1.88 3.47  0.06
H -4.80 2.68 3.93  0.10
C -3.29 7.22 -5.37  -0.69
O -3.49 6.52 -4.39  0.02
N -4.21 7.35 -6.38  0.14
N -2.14 7.92 -5.54  0.16
H -4.06 7.92 -7.19  0.09
H -5.07 6.85 -6.28  0.10
H -1.44 7.84 -4.82  0.10
H -1.95 8.50 -6.34  0.09
C -3.94 -1.19 3.02  -0.67
O -3.28 -0.22 3.37  -0.01
N -3.47 -2.46 3.14  0.17
N -5.19 -1.08 2.48  0.17
H -3.98 -3.27 2.87  0.08
H -2.55 -2.56 3.53  0.10
H -5.56 -0.15 2.37  0.07
H -5.74 -1.86 2.19  0.09
C 0.51 -6.21 3.20  -0.69
O 0.85 -7.27 3.71  0.01
N 1.39 -5.28 2.75  0.17
N -0.81 -5.86 3.04  0.15
H 1.10 -4.41 2.34  0.06
H 2.37 -5.49 2.85  0.09
H -1.50 -6.52 3.36  0.07
H -1.11 -5.00 2.63  0.09
C -8.59 -0.02 0.83  -0.68
O -7.64 0.29 1.52  0.03
N -9.78 0.63 0.88  0.15
N -8.53 -1.05 -0.07  0.15
H -10.58 0.39 0.31  0.09
H -9.86 1.40 1.53  0.10
H -7.67 -1.55 -0.14  0.10
H -9.30 -1.32 -0.65  0.09
C 3.06 -7.27 -0.68  -0.69
O 3.25 -8.41 -1.07  0.01
N 2.33 -6.36 -1.37  0.16
N 3.58 -6.81 0.50  0.15
H 2.16 -5.42 -1.06  0.08
H 1.93 -6.66 -2.24  0.10
H 4.13 -7.44 1.05  0.11
H 3.43 -5.87 0.84  0.08
C -4.11 -5.62 5.44  -0.70
O -4.83 -4.68 5.17  0.01
N -3.29 -5.64 6.52  0.16
N -4.07 -6.75 4.67  0.14
H -2.69 -6.40 6.76  0.10
H -3.29 -4.82 7.11  0.11
H -4.66 -6.78 3.86  0.10
H -3.48 -7.54 4.87  0.09
C 7.23 -5.12 1.07  -0.69
O 6.98 -5.83 2.03  0.00
N 6.36 -4.94 0.05  0.17
N 8.40 -4.43 0.95  0.15
H 6.54 -4.35 -0.75  0.09
H 5.48 -5.42 0.10  0.06
H 9.07 -4.53 1.69  0.10
H 8.61 -3.84 0.17  0.08
C 7.24 -1.07 -1.50  -0.70
O 8.41 -1.13 -1.90  -0.02
N 6.89 -1.43 -0.23  0.16
N 6.21 -0.66 -2.27  0.18
H 5.95 -1.40 0.11  0.06
H 7.62 -1.75 0.37  0.08
H 6.42 -0.39 -3.21  0.11
H 5.25 -0.63 -1.94  0.05
C 1.93 7.99 -4.20  -0.70
O 1.16 7.69 -3.31  0.03
N 2.51 9.23 -4.28  0.14
N 2.29 7.12 -5.19  0.15
H 3.15 9.49 -5.01  0.09
H 2.27 9.89 -3.57  0.10
H 1.89 6.20 -5.15  0.11
H 2.93 7.35 -5.93  0.09



# 4
Here is a molecular structure, C24H43ClGaP2 at a distorted geometry from the Open Molecules 2025 dataset. Energies are from wB97M-V/def2-TZVPD.

Properties
net charge: +1
E_HOMO (spin up / spin down): -9.159 / -9.002 eV
calculated total energy: -109049.308 eV
lowest unoccupied orbital energy (spin up / spin down): -0.1085 / -0.1184 hartree
energy relative to the best compared isomer or geometry (same formula, charge and spin): 0.768 eV

Each line ends with the Löwdin charge.
Cartesian coordinates (Å):
Ga -0.47 -2.86 -5.38  0.63
C -0.35 2.24 0.71  -0.20
C -1.68 1.80 0.91  -0.23
C -0.33 0.67 2.38  -0.23
C 0.49 1.54 1.63  -0.17
C -1.67 0.82 1.94  -0.23
C 0.08 3.32 -0.20  -0.05
H -0.50 3.30 -1.13  0.07
H 1.14 3.22 -0.45  0.07
H -0.05 4.31 0.25  0.10
C 1.93 1.76 1.83  -0.02
H 2.41 2.12 0.91  0.08
H 2.43 0.83 2.13  0.08
H 2.13 2.50 2.62  0.11
C 0.12 -0.18 3.52  -0.06
H 0.06 0.36 4.47  0.09
H 1.16 -0.49 3.38  0.07
H -0.50 -1.08 3.61  0.06
C -2.86 0.15 2.50  -0.04
H -3.30 0.74 3.32  0.10
H -2.60 -0.84 2.92  0.07
H -3.63 0.00 1.74  0.07
C -2.88 2.31 0.23  -0.04
H -3.40 3.07 0.84  0.10
H -3.60 1.51 0.03  0.07
H -2.62 2.78 -0.73  0.07
C 0.62 -1.59 -6.31  -0.34
C 0.18 -0.25 -5.89  -0.32
C -1.26 0.08 -6.17  -0.22
C -2.38 -0.76 -5.50  -0.16
C -2.29 -2.28 -5.62  -0.24
C -1.81 -3.03 -6.73  -0.23
C -1.20 -2.44 -8.01  -0.18
C 0.25 -1.91 -7.80  -0.18
H -1.43 0.00 -7.26  0.11
H -3.34 -0.40 -5.91  0.13
H -1.46 1.14 -5.95  0.09
H 0.44 -1.06 -8.47  0.12
H 1.68 -1.80 -6.12  0.10
H 0.78 0.51 -6.46  0.04
H 0.95 -2.69 -8.15  0.11
H -1.15 -3.26 -8.74  0.12
H -2.20 -4.05 -6.86  0.12
H -1.84 -1.68 -8.48  0.12
H -2.42 -0.51 -4.42  0.11
H -2.97 -2.81 -4.94  0.12
P 1.10 1.46 -4.51  0.87
P -1.40 -3.25 -0.48  0.64
C -0.23 -2.99 -3.25  -0.24
C -0.98 -3.83 -2.20  -0.38
H -0.09 -1.96 -2.89  0.02
H 0.77 -3.42 -3.41  0.03
H -1.94 -4.20 -2.63  0.08
H -0.36 -4.73 -2.00  0.09
C -0.17 -3.21 0.84  -0.19
H -0.44 -2.47 1.61  0.05
H 0.82 -2.94 0.43  0.08
H -0.12 -4.21 1.29  0.07
C -3.04 -3.90 -0.07  -0.22
H -2.94 -4.99 0.00  0.07
H -3.74 -3.64 -0.88  0.07
H -3.39 -3.48 0.88  0.07
C 2.62 1.99 -5.38  -0.36
H 2.88 3.03 -5.15  0.04
H 2.52 1.82 -6.46  0.04
H 3.43 1.34 -5.00  0.03
C 0.11 2.99 -4.68  -0.36
H 0.35 3.62 -3.80  0.03
H -0.96 2.76 -4.62  0.02
H 0.33 3.54 -5.60  0.04
Cl -1.80 -1.24 -0.76  0.46



# 5
Here is 2 unconnected molecules or ions with the total composition C5H11OPS at a distorted geometry from the Open Molecules 2025 dataset. Energies are from wB97M-V/def2-TZVPD.

Properties
E_HOMO: -8.354 eV
calculated total energy: -27532.739 eV
lowest unoccupied orbital energy: -0.0251 hartree
energy relative to the best compared isomer or geometry (same formula, charge and spin): 3.115 eV

Each line ends with the Löwdin charge.
Cartesian coordinates (Å):
C 1.88 -2.47 -0.82  -0.03
C 2.11 -1.68 0.20  -0.30
C -1.97 2.27 -0.36  -0.15
C 1.14 -1.04 1.19  -0.03
C -1.18 1.39 0.63  -0.31
O -0.33 -0.28 -1.22  -0.33
P 0.40 0.82 -0.29  0.40
S 1.26 2.08 -1.52  0.22
H 2.71 -2.79 -1.41  0.06
H 0.80 -2.82 -0.84  0.10
H 3.11 -1.31 0.37  0.09
H -1.29 2.98 -0.81  0.03
H -2.39 1.64 -1.10  0.06
H -2.61 2.86 0.22  0.06
H 1.83 -0.56 1.83  0.04
H 0.26 -1.47 1.34  0.01
H -1.65 0.49 0.81  0.04
H -0.94 2.01 1.41  0.04
H 0.43 -0.88 -1.34  -0.01



The lowest calculated total energy belongs to which entry?
C19H57ClF3N23O16PS



Which formula does entry 3 have?
C19H57ClF3N23O16PS



The lowest calculated total energy belongs to which entry?
C19H57ClF3N23O16PS